Entry 1:
An isolated molecule of C5H12N2O at a distorted geometry. Source: OMol25; level of theory: ωB97M-V/def2-TZVPD.

```
20
Properties=species:S:1:pos:R:3:lowdin_charge:R:1
C -0.64295 -0.01583 1.12938 -0.3242
C 0.87558 0.34899 -0.84944 -0.3769
C 2.07970 0.42070 0.07224 -0.0857
C -0.76933 0.58114 -0.16242 -0.1937
N -0.43262 -1.40521 1.24879 0.0857
N 0.91112 -0.82886 -1.65854 0.0212
C -1.64797 1.21657 -0.92402 0.0567
O -2.25808 0.24951 1.61616 -0.1668
H -2.56228 -0.65467 1.79412 0.0309
H -0.09187 0.58383 1.85094 0.1450
H 0.89069 1.22430 -1.50366 0.1120
H -0.86599 -1.91747 0.49024 0.1060
H 0.32311 -1.61301 1.88988 0.1012
H 0.86198 -1.67373 -1.09760 0.0610
H 0.15101 -0.83921 -2.33243 0.0774
H 2.99591 0.55811 -0.51486 0.0808
H 2.21032 -0.49840 0.65054 0.0648
H 2.00328 1.26503 0.76140 0.0774
H -1.37976 1.59844 -1.90546 0.0642
H -2.65184 1.39977 -0.55523 0.0630
```

Values from the calculation:
Molecular weight in Da: 116.2
Multiplicity: 1
E in hartree: -382.3657
Structure (SMILES): C=C([C@H](N)O)[C@@H](C)N
Kohn-Sham gap in eV: 9.18
Energy above the lowest of the compared OMol25 structures with the same formula, charge and spin in kcal/mol: 85.85

***

Entry 2:
An isolated molecule of C5H12N2O. Source: OMol25; level of theory: ωB97M-V/def2-TZVPD.

```
20
Properties=species:S:1:pos:R:3:lowdin_charge:R:1
C 0.39262 -0.70889 -0.31009 -0.5259
C -0.49504 0.38476 0.09236 -0.2651
C -1.79741 0.12249 0.78269 -0.0391
C -0.23945 1.73522 -0.48338 -0.0276
N -0.12360 -2.03072 -0.00757 0.0735
N 1.21120 -0.60394 -1.48528 0.0946
C 1.29697 -0.12283 0.98369 -0.3781
O 2.34120 0.52629 0.70307 -0.1180
H 0.42036 0.54303 1.49644 0.1617
H 0.64855 -2.68625 -0.07519 0.0864
H -0.79281 -2.31658 -0.71742 0.0834
H 2.06155 -0.08937 -1.24390 0.0744
H 0.75129 -0.15516 -2.26642 0.0733
H 1.24358 -0.96680 1.68979 0.1494
H -1.74768 -0.76640 1.40654 0.0828
H -2.12351 0.98426 1.36581 0.0871
H 0.83007 1.96824 -0.41557 0.0960
H -0.49990 1.74042 -1.54685 0.0983
H -0.82178 2.50598 0.02028 0.0896
H -2.55623 -0.06374 0.01098 0.1035
```

Values from the calculation:
Molecular weight in Da: 116.2
Multiplicity: 1
E in hartree: -382.3577
Kohn-Sham gap in eV: 8.93
Energy above the lowest of the compared OMol25 structures with the same formula, charge and spin in kcal/mol: 90.86

***

Entry 3:
A structure of composition C5H12N2O at a distorted geometry. Source: OMol25; level of theory: ωB97M-V/def2-TZVPD.

```
20
Properties=species:S:1:pos:R:3:lowdin_charge:R:1
C 0.59251 2.14913 -0.31486 -0.1378
C 0.19939 0.81850 -0.16549 -0.3272
C 0.76327 -0.38352 -1.07335 -0.1235
C 0.67512 -1.75994 -0.40276 -0.2310
C -0.86434 -2.28294 -0.36869 -0.3205
H 1.09245 2.62855 0.39376 0.0105
H 0.92131 2.24722 -1.33795 0.0696
H -0.24858 3.16271 -0.37737 0.1827
H 2.00186 -0.39355 -1.01490 0.1572
H 0.50473 -0.38433 -2.15232 0.1131
H 1.06987 -1.86677 0.62931 0.1010
H 1.44274 -2.47793 -0.88779 0.1172
H -0.85511 -3.34468 0.13656 0.1131
H -1.40060 -2.61824 -1.39038 0.1368
H -1.52181 -1.18832 1.33968 0.2315
H -1.73303 1.62474 2.33644 0.2461
H 0.03131 2.59593 1.87913 0.0179
N -0.40090 0.75049 0.98442 -0.0756
N -0.63616 1.94890 1.63303 -0.0725
O -1.63403 -1.22594 0.15354 -0.2088
```

Values from the calculation:
Molecular weight in Da: 116.2
Multiplicity: 1
E in hartree: -382.1756
Kohn-Sham gap in eV: 8.97
Energy above the lowest of the compared OMol25 structures with the same formula, charge and spin in kcal/mol: 205.18

***

Entry 4:
A structure of composition C5H12N2O at a distorted geometry. Source: OMol25; level of theory: ωB97M-V/def2-TZVPD.

```
20
Properties=species:S:1:pos:R:3:lowdin_charge:R:1
C -1.48035 -1.71475 -1.40119 -0.1692
C 0.10629 0.81870 2.77400 -0.2150
C 0.37281 1.84013 -1.06809 -0.0489
N -0.21456 -1.05207 -1.61208 -0.1924
N 0.90934 1.14455 1.61329 -0.0927
C 0.34292 0.71372 -0.14878 -0.1730
C 0.34380 -0.46769 0.23898 0.0923
O 0.73661 -2.11217 -1.83678 -0.1296
H 1.39346 -1.70297 -2.41204 0.0781
H 1.89315 0.92358 1.74093 0.0617
H 0.31140 -1.37683 0.80058 0.1066
H -1.78030 -2.25772 -2.30533 0.0749
H -2.22554 -0.94496 -1.19478 0.0765
H -1.46722 -2.43462 -0.56798 0.0692
H 0.20752 -0.21522 3.13489 0.0586
H 0.36161 1.48862 3.60460 0.0682
H -0.94757 0.99026 2.54086 0.0731
H 1.38758 2.22717 -1.16679 0.0918
H 0.01694 1.49226 -2.03898 0.0810
H -0.26788 2.64001 -0.69530 0.0890
```

Values from the calculation:
Molecular weight in Da: 116.2
Multiplicity: 1
E in hartree: -382.1850
Kohn-Sham gap (spin up / spin down) in eV: 8.00 / 8.00
Energy above the lowest of the compared OMol25 structures with the same formula, charge and spin in kcal/mol: 199.27

***

Entry 5:
An isolated molecule of C5H12N2O at a distorted geometry. Source: OMol25; level of theory: ωB97M-V/def2-TZVPD.

```
20
Properties=species:S:1:pos:R:3:lowdin_charge:R:1
C -0.47250 -0.36342 -1.28504 -0.1471
N -1.84252 0.22009 -1.13123 0.0177
C -2.79072 -0.68125 -0.79092 -0.3843
O -2.72987 -1.90747 -0.90701 -0.0226
C 0.51667 0.39059 -0.39732 -0.3951
C 0.68511 -0.14833 0.92878 -0.2880
C 1.17886 0.63361 2.09431 -0.1072
N 1.85400 0.20809 -1.16779 0.0092
H -0.38341 -1.46395 -1.23478 0.1292
H -0.22056 -0.00926 -2.41094 0.1579
H -2.07599 1.24638 -1.05354 0.1664
H -3.71191 -0.43040 -0.22206 0.1277
H 0.14294 1.34087 -0.26333 0.1124
H 1.21370 -1.13218 0.90527 0.1296
H -0.32131 -0.50193 1.12715 0.1110
H 2.06969 1.21382 2.02813 0.0522
H 1.48758 0.07602 3.03620 0.0995
H 0.45634 1.37657 2.42747 0.0716
H 2.31645 -0.76484 -0.97641 0.1097
H 2.62747 0.69700 -0.70694 0.0503
```

Values from the calculation:
Molecular weight in Da: 116.2
Multiplicity: 1
E in hartree: -382.3965
Structure (SMILES): CC[C@@H](N)CNC=O
Kohn-Sham gap in eV: 10.31
Energy above the lowest of the compared OMol25 structures with the same formula, charge and spin in kcal/mol: 66.52

***

Entry 6:
An isolated molecule of C5H12N2O at a distorted geometry. Source: OMol25; level of theory: ωB97M-V/def2-TZVPD.

```
20
Properties=species:S:1:pos:R:3:lowdin_charge:R:1
N 0.97730 -0.16132 -1.19233 0.0301
C 2.03919 0.74556 1.56778 -0.1948
C 1.09343 -0.31954 1.37608 -0.2218
C 0.11680 0.07517 0.08346 -0.2216
C -1.05597 -0.85929 0.01434 -0.5295
N -2.19025 -0.56224 -0.57077 -0.0028
C -2.16899 0.24639 -1.77745 -0.1029
O -1.21684 -1.83955 0.74060 0.0188
H 1.46618 -1.01139 -1.23290 0.0415
H 1.70970 0.62893 -1.02134 0.1030
H 2.23774 0.73034 2.71152 0.1069
H 1.84072 1.76723 1.36408 0.0558
H 3.06061 0.71178 1.08398 0.0882
H 1.52819 -1.36634 1.35852 0.1345
H 0.31818 -0.26540 2.26559 0.1413
H -0.18824 1.08756 0.01668 0.1234
H -3.15656 -1.13258 -0.44740 0.2235
H -2.82404 0.00507 -2.62968 0.0879
H -1.14767 0.26983 -2.14339 0.0599
H -2.43948 1.24978 -1.56737 0.0585
```

Values from the calculation:
Molecular weight in Da: 116.2
Multiplicity: 1
E in hartree: -382.3851
Structure (SMILES): CC[C@@H](N)C(=O)NC
Kohn-Sham gap in eV: 9.90
Energy above the lowest of the compared OMol25 structures with the same formula, charge and spin in kcal/mol: 73.68

***

Entry 7:
A cluster of 2 separate species, C5H12N2O in total at a distorted geometry. Source: OMol25; level of theory: ωB97M-V/def2-TZVPD.

```
20
Properties=species:S:1:pos:R:3:lowdin_charge:R:1
C -0.02907 0.44636 2.09770 -0.0386
C 0.76613 1.89852 0.14801 -0.0275
C 0.02919 0.68121 0.61766 -0.4031
N -1.29649 0.78390 -1.30800 -0.0085
N -0.94158 0.11888 -0.12887 -0.0769
H -2.22659 1.17666 -1.40648 0.0813
H -1.26185 0.15831 -2.11873 0.0799
H -0.47635 1.32161 2.57745 0.0975
H -0.61793 -0.43567 2.33458 0.0835
H 1.34830 1.66907 -0.74658 0.0856
H 1.42351 2.31027 0.91040 0.0798
H 0.05166 2.66853 -0.15183 0.0888
H 0.98115 0.34070 2.49512 0.0854
C -0.03096 -2.42103 -0.79000 -0.0348
C 0.61278 -1.06207 -0.72523 -0.4539
O 1.26511 -0.58565 -1.64722 -0.0106
H 1.03289 -0.81544 0.37597 0.1350
H -0.99434 -2.30730 -1.29070 0.0750
H 0.58545 -3.06463 -1.41825 0.0858
H -0.22100 -2.88223 0.17499 0.0765
```

Values from the calculation:
Molecular weight in Da: 116.2
Multiplicity: 1
E in hartree: -382.3263
Structure (SMILES): CC(C)=NN.CC=O
Kohn-Sham gap in eV: 8.85
Energy above the lowest of the compared OMol25 structures with the same formula, charge and spin in kcal/mol: 110.61

***

Entry 8:
A structure of composition C5H12N2O at a distorted geometry. Source: OMol25; level of theory: ωB97M-V/def2-TZVPD.

```
20
Properties=species:S:1:pos:R:3:lowdin_charge:R:1
C -1.41154 0.99899 0.05204 -0.2970
O -2.66018 0.51274 -0.34329 -0.1416
C -0.20447 0.64580 -0.88839 -0.1640
C 1.11940 0.92639 -0.29181 0.0720
C 1.67676 0.00125 0.57753 -0.3618
C 1.16988 -1.19200 1.00836 0.1859
N 3.04955 0.28293 0.97194 0.0556
N -2.06886 -1.71743 -0.95191 -0.0378
H -1.55999 2.14997 0.05003 0.1329
H -1.14163 0.93772 1.07763 0.0870
H -0.37018 1.06846 -1.85774 0.1147
H 1.66479 1.85459 -0.06749 0.1414
H -0.19372 -0.46319 -1.10262 0.0933
H 1.79040 -1.88216 1.62253 0.0994
H 0.14885 -1.43467 0.73766 0.0593
H 3.57781 0.76281 0.26820 0.0756
H 3.45401 -0.36991 1.64567 0.0894
H -2.53431 -0.55136 -0.56554 -0.0743
H -2.25235 -2.28003 -0.15599 -0.0507
H -2.26730 -2.13536 -1.79271 -0.0796
```

Values from the calculation:
Molecular weight in Da: 116.2
Multiplicity: 1
E in hartree: -382.2198
Kohn-Sham gap in eV: 4.10
Energy above the lowest of the compared OMol25 structures with the same formula, charge and spin in kcal/mol: 177.42